A structure of composition C29H27BrN2P2RhS6Sb, computed with ωB97M-V/def2-TZVPD.

Output
net charge = -1
multiplicity = 6
orbital gap (spin up / spin down) = 6.74 / 5.66 eV
<S²> = 8.78
E_tot = -7227.6138 Eh

Structure (XYZ):
```
69
Properties=species:S:1:pos:R:3:forces:R:3
Rh 0.6754 -0.3222 0.7236 -0.15 0.10 0.51
S 5.2293 1.6253 1.2015 0.16 0.01 -0.06
Sb 3.0658 1.3519 2.7721 -0.05 0.40 0.17
S 0.5900 1.4924 2.6931 0.03 -0.28 0.21
S 2.7835 -0.7658 1.7350 -0.14 -0.02 -0.21
S -1.4060 -0.9816 4.4554 0.08 0.04 -0.14
P -2.5317 -1.0343 2.8530 0.06 -0.01 0.09
S -1.8149 -0.6157 0.9886 0.02 0.14 -0.18
C -3.3078 -2.6812 2.7050 -0.07 -0.09 -0.03
C -2.8368 -3.6161 1.7917 -0.04 -0.10 0.04
C -3.3868 -4.8942 1.7578 0.03 0.09 0.00
C -4.4158 -5.2361 2.6210 -0.02 0.03 0.03
C -4.8917 -4.3012 3.5347 0.04 0.00 -0.03
C -4.3345 -3.0330 3.5813 0.02 -0.01 -0.03
C -3.9917 0.0548 3.0303 -0.12 0.05 -0.04
C -4.1202 0.8838 4.1345 -0.06 0.06 0.00
C -5.2322 1.7120 4.2646 0.05 -0.05 -0.02
C -6.2216 1.7064 3.2945 0.02 -0.03 -0.02
C -6.0991 0.8735 2.1859 0.04 0.01 0.04
C -4.9886 0.0564 2.0532 0.01 -0.01 0.03
H -2.0309 -3.3498 1.1204 0.04 0.02 -0.02
H -3.0030 -5.6206 1.0520 0.00 0.01 0.00
H -4.8460 -6.2300 2.5886 0.00 0.00 0.00
H -5.6931 -4.5644 4.2144 0.00 0.01 0.00
H -4.6937 -2.3107 4.3051 0.00 0.01 0.00
H -3.3389 0.8693 4.8847 0.00 0.01 0.01
H -5.3226 2.3595 5.1280 0.01 0.00 0.00
H -7.0882 2.3483 3.3971 0.00 0.00 0.00
H -6.8700 0.8655 1.4252 0.00 0.00 0.00
H -4.8882 -0.5865 1.1865 0.01 0.00 0.00
S 0.4557 2.4418 0.3024 0.31 0.08 -0.18
C 2.1350 2.9112 0.1730 -0.28 -0.03 -0.07
N 2.5307 3.2951 -1.0700 -0.17 0.16 -0.06
C 3.7930 3.8390 -1.3106 -0.06 -0.05 -0.02
C 4.7090 3.8551 -0.3539 -0.09 -0.08 0.10
C 4.4076 3.2292 0.9704 -0.04 -0.10 -0.02
N 2.9656 2.9368 1.1736 0.28 -0.08 0.10
H 1.8147 3.3337 -1.7809 0.09 -0.01 0.04
H 3.9478 4.2225 -2.3084 -0.02 0.00 -0.01
H 5.6887 4.2735 -0.5275 0.02 -0.01 0.03
H 4.7143 3.8941 1.7785 -0.03 0.05 0.04
Br 0.7593 -2.9935 0.3561 0.06 -0.11 -0.02
C -0.1619 -1.4635 -2.5912 0.02 -0.03 -0.06
P 1.0740 -0.4496 -1.7184 0.09 -0.09 -0.26
C 2.6945 -1.2048 -2.0334 -0.01 0.08 -0.06
C 2.8565 -2.4022 -2.7175 0.01 -0.07 -0.01
C 4.1270 -2.9293 -2.9101 0.00 0.04 0.03
C 5.2415 -2.2596 -2.4234 -0.06 0.03 -0.01
C 5.0856 -1.0601 -1.7390 -0.05 -0.03 -0.01
C 3.8164 -0.5383 -1.5420 0.04 -0.07 0.02
C 1.1006 1.0016 -2.8538 -0.10 -0.03 0.06
C 2.2021 1.3719 -3.6175 0.05 0.04 -0.08
C 2.1590 2.5089 -4.4199 -0.03 -0.06 0.05
C 1.0096 3.2839 -4.4744 -0.02 -0.03 0.01
C -0.1065 2.9097 -3.7320 0.06 -0.02 0.01
C -0.0568 1.7813 -2.9278 0.00 0.02 0.02
H 0.0930 -1.5600 -3.6473 -0.01 0.00 -0.01
H -1.1277 -0.9663 -2.4969 0.00 0.00 0.02
H -0.2264 -2.4338 -2.1032 -0.01 0.01 0.00
H 1.9923 -2.9478 -3.0726 0.00 0.00 0.00
H 4.2422 -3.8743 -3.4256 0.00 0.00 -0.01
H 6.2297 -2.6792 -2.5645 0.01 0.00 0.00
H 5.9417 -0.5357 -1.3340 -0.01 0.01 0.01
H 3.7113 0.3826 -0.9777 0.00 -0.01 0.01
H 3.1113 0.7864 -3.5757 -0.02 0.01 -0.02
H 3.0313 2.7859 -4.9986 0.01 0.00 -0.01
H 0.9784 4.1713 -5.0941 0.00 0.00 0.00
H -1.0096 3.5056 -3.7645 0.00 0.00 0.00
H -0.9206 1.5211 -2.3265 0.02 0.00 0.01
```
Forces are in eV/Å.